[1]
This record from OMol25 describes a molecular structure, C21H23ClN6O9SeV. The level of theory is the ωB97M-V functional and the def2-TZVPD basis.

Each line ends with the Mulliken spin population.
Element x y z (Å)
V: -0.41 0.30 -0.15  1.943
C: 2.70 0.22 2.62  -0.002
N: 1.58 -0.61 3.13  0.032
C: 1.78 -1.21 4.45  -0.002
C: 0.49 -0.74 2.47  0.033
O: 0.30 -0.17 1.37  -0.002
C: -0.65 -1.57 3.03  -0.001
O: -1.76 -1.46 2.19  0.003
C: -2.16 -2.61 1.49  -0.001
C: -1.14 -3.01 0.45  -0.001
O: -0.04 -2.44 0.46  0.008
N: -1.48 -3.97 -0.41  0.002
C: -0.53 -4.34 -1.49  -0.001
C: -2.75 -4.69 -0.38  0.000
H: 3.62 -0.35 2.72  0.000
H: 2.77 1.13 3.21  0.001
H: 2.53 0.49 1.59  0.001
H: 2.70 -1.80 4.44  0.001
H: 0.96 -1.86 4.72  0.000
H: 1.88 -0.43 5.20  0.001
H: -0.91 -1.16 4.00  0.000
H: -0.32 -2.60 3.15  0.002
H: -3.10 -2.33 1.02  0.000
H: -2.34 -3.44 2.17  0.000
H: 0.06 -3.48 -1.76  0.001
H: -1.11 -4.67 -2.35  0.000
H: 0.13 -5.14 -1.17  0.000
H: -3.29 -4.50 0.55  0.000
H: -2.57 -5.76 -0.44  0.000
H: -3.39 -4.40 -1.22  0.000
O: -3.47 0.57 -2.53  -0.002
Cl: -2.18 0.05 -2.20  0.000
O: -1.71 -0.92 -3.12  0.001
O: -2.20 -0.54 -0.78  -0.005
O: -1.19 1.16 -2.01  -0.002
O: 0.86 -0.78 -1.72  -0.014
C: 1.39 0.33 -1.85  0.017
N: 1.15 1.27 -0.88  -0.044
C: 1.72 2.50 -1.28  0.007
O: 1.66 3.56 -0.73  0.000
C: 2.43 2.23 -2.59  0.002
C: 3.12 3.09 -3.41  -0.002
C: 3.63 2.57 -4.60  0.001
C: 3.45 1.23 -4.93  -0.001
C: 2.74 0.37 -4.09  0.002
C: 2.25 0.91 -2.92  -0.004
H: 3.24 4.14 -3.15  0.000
H: 4.17 3.22 -5.28  0.000
H: 3.84 0.85 -5.87  0.000
H: 2.59 -0.67 -4.35  0.000
Se: 1.07 4.21 2.40  -0.001
N: -0.35 5.11 1.94  0.007
C: -1.17 4.22 1.44  -0.001
C: -2.51 4.49 1.01  0.016
C: -3.25 3.46 0.58  -0.009
C: -2.69 2.16 0.45  0.037
N: -1.46 1.83 0.76  -0.033
C: -0.71 2.84 1.38  0.014
N: 0.47 2.63 1.91  -0.006
H: -2.89 5.51 1.05  0.000
H: -4.28 3.61 0.27  0.000
H: -3.30 1.37 0.04  0.000

Values from the calculation:
Charge: +1
2S+1: 3
Relative energy (zero: lowest compared OMol25 entry of this formula, charge and spin) in kcal/mol: 40.0
HOMO-LUMO gap (alpha / beta) in eV: 7.92 / 8.04
E_tot in eV: -153063.7475

---

[2]
This record from OMol25 describes 6 unconnected molecules or ions with the total composition C22H50NO16S5. The level of theory is the ωB97M-V functional and the def2-TZVPD basis.

Each line ends with the Mulliken charge.
Element x y z (Å)
O: -0.67 3.52 0.50  -0.495
C: -0.08 2.34 1.20  -0.225
C: 1.32 2.01 0.35  -0.536
C: 2.10 3.49 0.25  0.546
C: 2.76 4.01 1.69  -0.223
C: 3.50 5.49 1.65  -0.463
C: 3.52 6.31 0.20  -0.189
N: 2.88 5.74 -1.08  -0.041
C: 2.18 4.39 -1.12  -0.314
H: -1.19 4.09 1.14  0.288
H: -0.80 1.42 1.25  0.222
H: 0.24 2.75 2.28  0.349
H: 1.02 1.72 -0.76  0.118
H: 1.98 1.19 0.86  0.342
H: 2.68 3.37 2.69  0.366
H: 4.00 5.94 2.63  0.349
H: 4.04 7.36 0.16  0.378
H: 2.87 6.29 -1.98  0.364
H: 1.66 3.94 -2.09  0.212
O: 7.68 7.16 -1.89  -0.630
S: 7.08 6.27 -2.86  1.155
O: 7.84 5.26 -3.56  -0.584
O: 6.25 7.15 -3.96  -0.267
C: 6.94 8.19 -4.64  -0.344
C: 7.82 7.64 -5.75  -1.005
C: 5.67 5.48 -2.12  -0.698
H: 7.52 8.80 -3.95  0.343
H: 6.17 8.84 -5.09  0.266
H: 8.65 7.06 -5.34  0.305
H: 8.23 8.45 -6.36  0.386
H: 7.25 6.97 -6.40  0.268
H: 5.06 6.24 -1.63  -0.062
H: 6.04 4.76 -1.38  0.457
H: 5.10 4.96 -2.89  0.363
O: -1.51 -1.13 1.05  -0.528
S: -2.79 -1.81 0.99  1.231
O: -3.60 -2.04 2.17  -0.604
O: -2.61 -3.22 0.19  -0.303
C: -1.62 -4.13 0.65  -0.223
C: -2.10 -4.89 1.88  -0.834
C: -3.79 -0.99 -0.23  -1.000
H: -0.67 -3.63 0.84  0.171
H: -1.45 -4.85 -0.16  0.319
H: -2.19 -4.22 2.74  0.166
H: -1.39 -5.68 2.14  0.374
H: -3.09 -5.33 1.71  0.266
H: -3.21 -0.86 -1.14  0.277
H: -4.09 -0.02 0.17  0.393
H: -4.68 -1.60 -0.42  0.334
O: -5.15 -7.40 3.31  -0.614
S: -6.06 -8.01 2.36  1.289
O: -6.03 -7.68 0.95  -0.610
O: -7.59 -7.84 2.90  -0.319
C: -8.06 -6.54 3.22  -0.314
C: -8.42 -5.76 1.97  -0.966
C: -5.96 -9.77 2.52  -0.979
H: -7.33 -6.01 3.83  0.319
H: -8.96 -6.67 3.83  0.277
H: -7.52 -5.53 1.38  0.272
H: -8.90 -4.81 2.23  0.382
H: -9.09 -6.34 1.33  0.267
H: -6.03 -10.04 3.58  0.311
H: -4.99 -10.10 2.12  0.365
H: -6.76 -10.23 1.95  0.323
O: 0.05 0.20 -4.45  -0.631
S: -0.89 1.30 -4.58  1.175
O: -2.28 1.08 -4.91  -0.597
O: -0.26 2.40 -5.60  -0.270
C: 0.14 1.99 -6.89  -0.337
C: -1.05 1.80 -7.82  -1.001
C: -0.81 2.28 -3.11  -0.611
H: 0.74 1.07 -6.84  0.336
H: 0.79 2.77 -7.30  0.262
H: -1.67 0.96 -7.50  0.302
H: -0.72 1.61 -8.84  0.391
H: -1.69 2.69 -7.81  0.261
H: 0.24 2.49 -2.87  -0.039
H: -1.27 1.71 -2.29  0.336
H: -1.36 3.21 -3.27  0.424
O: -0.69 -2.40 5.12  -0.652
S: 0.47 -3.07 4.58  1.216
O: 0.44 -4.47 4.21  -0.598
O: 1.74 -2.82 5.56  -0.270
C: 1.62 -3.14 6.94  -0.316
C: 1.74 -4.64 7.17  -0.991
C: 1.07 -2.15 3.19  -0.770
H: 0.68 -2.76 7.35  0.315
H: 2.43 -2.63 7.46  0.268
H: 0.89 -5.17 6.74  0.292
H: 1.78 -4.86 8.24  0.390
H: 2.65 -5.03 6.69  0.258
H: 1.15 -1.09 3.47  0.298
H: 0.36 -2.27 2.37  0.106
H: 2.05 -2.54 2.90  0.412

Values from the calculation:
Charge: +1
HOMO-LUMO gap in eV: 6.45
E_tot in eV: -112033.4191

---

[3]
This record from OMol25 describes a single C38H45N5O5S molecule. The level of theory is the ωB97M-V functional and the def2-TZVPD basis.

Each line ends with the Mulliken charge.
Element x y z (Å)
C: 6.66 2.13 1.53  -0.804
O: 6.08 0.81 1.68  -0.450
C: 4.77 0.67 1.36  0.617
C: 4.00 1.69 0.77  -0.585
C: 2.74 1.38 0.27  -0.842
C: 2.06 0.20 0.65  0.648
C: 0.65 -0.03 0.35  -0.360
N: 0.24 -1.29 -0.10  1.601
C: 1.03 -2.31 -0.73  0.024
C: 0.79 -3.66 -0.40  0.720
C: -0.38 -4.14 0.46  1.602
C: 0.11 -4.62 1.82  -1.398
C: -1.18 -5.23 -0.25  -1.663
C: 1.69 -4.62 -0.86  -0.501
C: 2.74 -4.28 -1.70  -1.573
C: 2.88 -2.96 -2.15  -0.496
C: 1.99 -1.98 -1.72  0.220
C: 2.01 -0.63 -2.44  2.025
C: 1.31 -0.75 -3.80  -1.640
C: 3.43 -0.08 -2.58  -1.851
N: -1.10 -1.37 -0.15  -1.635
N: -1.55 -0.16 0.21  1.901
C: -2.97 0.08 0.21  -0.619
C: -3.79 -0.66 1.08  0.386
C: -3.17 -1.64 2.08  1.947
C: -4.08 -2.82 2.43  -1.926
C: -2.68 -0.93 3.33  -1.225
C: -5.17 -0.46 1.03  -0.332
C: -5.73 0.43 0.13  -1.411
C: -4.92 1.10 -0.79  -0.586
C: -3.53 0.91 -0.78  0.245
C: -2.70 1.48 -1.93  2.091
C: -2.86 2.99 -2.07  -1.586
C: -3.02 0.77 -3.25  -1.619
C: -0.49 0.69 0.52  -0.439
C: -0.77 2.03 1.10  0.188
C: 2.84 -0.81 1.28  -0.088
C: 4.17 -0.60 1.57  -1.129
H: 7.70 2.00 1.83  0.243
H: 6.60 2.47 0.48  0.323
H: 6.15 2.86 2.18  0.337
H: 4.39 2.70 0.65  0.439
H: 2.26 2.09 -0.41  0.885
H: -1.05 -3.29 0.60  -0.744
H: 0.69 -3.83 2.33  0.337
H: -0.74 -4.88 2.46  0.398
H: 0.76 -5.50 1.71  0.362
H: -1.54 -4.86 -1.22  0.399
H: -0.57 -6.12 -0.42  0.326
H: -2.05 -5.51 0.36  0.443
H: 1.54 -5.65 -0.55  0.344
H: 3.44 -5.04 -2.04  0.393
H: 3.66 -2.70 -2.86  0.378
H: 1.44 0.08 -1.84  -0.735
H: 0.30 -1.15 -3.66  0.370
H: 1.23 0.24 -4.27  0.445
H: 1.87 -1.42 -4.46  0.333
H: 3.99 -0.21 -1.65  0.316
H: 3.97 -0.60 -3.39  0.490
H: 3.40 0.99 -2.82  0.396
H: -2.31 -2.08 1.56  -0.676
H: -4.47 -3.30 1.52  0.456
H: -3.51 -3.57 2.99  0.364
H: -4.93 -2.50 3.05  0.463
H: -1.99 -0.12 3.08  0.236
H: -3.53 -0.50 3.87  0.320
H: -2.16 -1.64 3.99  0.362
H: -5.81 -1.03 1.72  0.282
H: -6.81 0.60 0.12  0.369
H: -5.36 1.76 -1.54  0.399
H: -1.65 1.26 -1.68  -0.877
H: -2.55 3.50 -1.15  0.291
H: -2.22 3.36 -2.89  0.439
H: -3.90 3.24 -2.29  0.380
H: -2.89 -0.32 -3.15  0.376
H: -4.05 0.97 -3.56  0.308
H: -2.35 1.11 -4.04  0.447
H: -1.75 2.39 0.74  0.433
H: -0.83 1.92 2.20  0.546
H: 2.38 -1.77 1.51  0.491
H: 4.78 -1.39 2.01  0.459
O: 0.61 7.59 -0.98  -0.671
N: 0.50 6.39 -1.29  1.004
O: 0.54 5.97 -2.48  -0.675
C: 0.32 5.39 -0.30  -0.199
C: 0.21 5.58 1.07  -0.564
C: 0.14 4.36 1.71  -0.807
N: 0.56 4.29 3.07  1.033
O: 0.73 3.17 3.63  -0.672
O: 0.73 5.37 3.69  -0.737
C: 0.24 3.08 0.86  0.033
S: 0.33 3.75 -0.84  -0.173
H: 0.27 6.55 1.55  0.535
H: 1.24 2.65 1.06  0.087

Values from the calculation:
Relative energy (zero: lowest compared OMol25 entry of this formula, charge and spin) in kcal/mol: 0.0
HOMO-LUMO gap in eV: 5.06
E_tot in eV: -68651.9479

---

[4]
This record from OMol25 describes 2 unconnected molecules or ions with the total composition C7H10N3OS. The level of theory is the ωB97M-V functional and the def2-TZVPD basis.

Each line ends with the Mulliken spin population.
Element x y z (Å)
C: -0.99 -1.95 -2.52  0.228
C: -2.19 -1.20 -2.52  0.233
C: -0.41 -0.49 -1.00  0.077
C: -0.19 1.63 0.23  -0.064
C: 2.00 1.24 1.17  0.007
C: 1.77 0.10 0.14  -0.001
C: -0.83 -0.66 2.03  0.867
N: -0.02 -1.50 -1.70  0.031
N: 0.84 2.13 0.95  0.065
N: 0.35 0.34 -0.19  0.271
O: -1.38 1.96 0.20  0.010
S: -2.17 0.00 -1.33  0.134
H: -0.76 -2.90 -2.93  0.007
H: -3.17 -1.31 -2.94  0.003
H: 1.70 0.91 2.23  0.000
H: 2.99 1.79 1.16  0.001
H: 2.26 0.07 -0.85  0.012
H: 1.90 -1.05 0.53  0.006
H: -0.98 -0.31 2.97  0.017
H: -1.61 -0.49 1.25  0.048
H: -0.07 -1.36 2.01  0.046
H: 0.96 3.06 1.10  0.000

Values from the calculation:
Charge: +1
2S+1: 3
Relative energy (zero: lowest compared OMol25 entry of this formula, charge and spin) in kcal/mol: 0.0
HOMO-LUMO gap (alpha / beta) in eV: 8.26 / 6.67
E_tot in eV: -24763.2669

---

E_tot of number 4 (C7H10N3OS)?
-24763.2669 eV